# 1
Here is one molecule with the formula C4H6ClN2P at a distorted geometry from the Open Molecules 2025 dataset. Energies are from ωB97M-V/def2-TZVPD.

XYZ file:
```
14
Properties=species:S:1:pos:R:3:forces:R:3:lowdin_charge:R:1
C -0.540 -0.719 -0.067 -0.192 -2.038 0.706 -0.500
C -1.555 0.192 -0.066 -4.331 0.753 -0.540 -0.627
C -0.570 -2.219 -0.039 -1.258 1.107 1.836 -0.023
C 1.709 1.845 0.067 2.982 1.838 -0.954 -0.149
N 0.619 -0.139 -0.016 1.460 -0.606 -0.841 0.049
N 0.512 1.142 -0.252 0.653 0.656 0.369 -0.540
P -1.001 1.807 -0.381 -1.252 -0.349 0.406 0.986
Cl -3.570 -0.289 0.125 3.709 0.780 -0.513 0.285
H 0.034 -2.638 -0.801 0.253 -0.452 -0.838 0.067
H -1.630 -2.457 -0.045 0.053 -0.684 -0.490 0.054
H -0.205 -2.542 0.940 0.148 -0.088 -0.163 0.087
H 1.594 3.024 -0.177 0.508 -2.989 0.429 0.118
H 1.924 1.698 1.126 -0.259 0.450 0.109 0.064
H 2.678 1.297 -0.412 -2.473 1.622 0.485 0.128
```
Positions in Å, forces in eV/Å.

Summary:
- electronic energy (eV) = -29034.535
- energy above the lowest of the compared OMol25 structures with the same formula, charge and spin (kcal per mole) = 29.2
- F_max (eV Å⁻¹) = 4.4
- highest occupied orbital energy (eV) = -9.35

=====

# 2
Here is one molecule with the formula C3H6N4O at a distorted geometry from the Open Molecules 2025 dataset. Energies are from ωB97M-V/def2-TZVPD.

XYZ file:
```
14
Properties=species:S:1:pos:R:3:forces:R:3:lowdin_charge:R:1
C -1.877 0.254 -0.143 2.133 2.290 0.027 -0.408
C -0.285 0.633 -0.346 -2.402 -2.032 0.049 -0.314
C 1.507 -1.176 -0.183 1.582 1.321 -0.322 -0.063
N -1.927 -1.047 0.310 -0.489 -0.731 0.347 0.068
N -0.755 -1.526 0.309 0.586 0.263 -0.705 0.079
N 0.194 -0.708 -0.181 -2.898 -0.844 -0.115 -0.204
N 0.347 1.486 0.556 0.540 2.360 -0.558 0.074
O -2.727 1.077 -0.305 -0.589 -0.460 -0.005 0.102
H -0.275 1.013 -1.343 0.484 0.209 -0.789 0.145
H 1.798 -1.683 -1.160 -0.021 1.000 1.184 0.109
H 2.023 -0.203 0.134 0.505 -1.718 -0.858 0.110
H 1.534 -1.871 0.623 0.651 -0.739 0.510 0.069
H 0.274 2.479 0.196 0.088 -1.629 1.541 0.128
H 0.170 1.272 1.534 -0.171 0.711 -0.308 0.105
```
Positions in Å, forces in eV/Å.

Summary:
- electronic energy (eV) = -11213.755
- energy above the lowest of the compared OMol25 structures with the same formula, charge and spin (kcal per mole) = 69.7
- F_max (eV Å⁻¹) = 3.1
- highest occupied orbital energy (eV) = -9.04

=====

Which formula does entry 1 have? C4H6ClN2P